Entry 1:
C31H19Cl7N5O6W | ωB97M-V with the def2-TZVPD basis set

Geometry as ORCA input:
```
! RIJCOSX wB97M-V def2-TZVPD def2/J DEFGRID3
* xyz 1 1
W -0.41448 0.61612 0.18129
O 1.52321 0.81878 -0.02650
C 2.48665 -0.05687 -0.31404
C 3.70483 0.01528 0.35507
C 4.70818 -0.87160 0.01977
C 4.53497 -1.82024 -0.99613
C 3.34368 -1.86939 -1.67654
C 2.29615 -0.99739 -1.33228
C 1.07536 -1.01512 -2.05932
N -0.01521 -0.40702 -1.70975
N -1.06354 -0.58408 -2.60154
C -2.11283 -0.05149 -2.10434
O -2.02908 0.53919 -0.91259
C -3.41854 -0.06079 -2.77116
C -3.58075 -0.74988 -3.97174
C -4.81335 -0.75278 -4.59911
C -5.88442 -0.06995 -4.03565
C -5.72307 0.61796 -2.84160
C -4.49145 0.62332 -2.20700
H 3.83287 0.75601 1.13364
H 5.64877 -0.83035 0.55347
H 5.33611 -2.50179 -1.24302
H 3.18982 -2.58834 -2.47186
H 1.01971 -1.57660 -2.98670
H -2.73955 -1.27792 -4.39910
H -4.94184 -1.28875 -5.52963
H -6.84673 -0.07402 -4.53003
H -6.55727 1.15218 -2.40694
H -4.35364 1.16090 -1.27828
Cl 2.72665 -1.40498 5.83553
C 1.96752 -1.38483 4.29701
C 2.02084 -2.51346 3.47296
Cl 2.84732 -3.92457 3.99271
C 1.40715 -2.50235 2.21840
Cl 1.45011 -3.84909 1.15678
C 0.74855 -1.35561 1.82091
O 0.11288 -1.19228 0.64488
C 0.71547 -0.22603 2.62577
O 0.05151 0.80668 2.07951
C 1.30587 -0.22883 3.87494
Cl 1.22226 1.19156 4.83817
Cl 4.28161 5.62269 -2.47424
C 2.97310 4.68475 -1.84812
C 2.81264 4.57155 -0.47743
C 1.76303 3.81654 0.01344
Cl 1.54554 3.65406 1.71928
C 0.87462 3.17007 -0.84376
O -0.16836 2.45100 -0.36140
C 1.05739 3.31352 -2.21720
Cl -0.04180 2.53071 -3.29374
C 2.10027 4.06543 -2.72655
H 3.49442 5.06121 0.20255
H 2.22700 4.16496 -3.79472
C -4.38461 -0.52414 3.12277
N -3.80119 0.72412 2.62559
C -4.27023 1.95364 2.96913
C -3.70613 3.08529 2.50229
C -2.58308 2.97027 1.62468
N -2.13617 1.75535 1.30342
C -2.72268 0.64253 1.79199
O -2.22548 -0.43708 1.44756
N -1.99471 4.04481 1.12219
H -5.19832 -0.27897 3.79883
H -3.62549 -1.09797 3.64894
H -4.75794 -1.11439 2.28911
H -5.12020 1.96416 3.63673
H -4.09098 4.05283 2.78380
H -2.29115 4.96582 1.39090
H -1.19111 3.92656 0.52556
*
```

Values from the calculation:
Highest occupied orbital energy (hartree): -0.3939
Kohn-Sham gap (eV): 6.3
Energy above the lowest of the compared OMol25 structures with the same formula, charge and spin (kcal per mole): 0.00

Results of the Mulliken charge analysis, in e, for atoms 1 through 2: atom 1 (W): 1.98, atom 2 (O): 0.45

=====

Entry 2:
C31H19ClIN7ORuS5 | ωB97M-V with the def2-TZVPD basis set

Geometry as ORCA input:
```
! RIJCOSX wB97M-V def2-TZVPD def2/J DEFGRID3
* xyz 1 2
Ru 0.94274 0.09612 -0.33730
C 1.69487 3.54195 2.27021
C 1.26129 2.83295 1.15778
N 0.99645 1.53160 1.23945
C 1.14822 0.93486 2.44635
C 1.60253 1.66653 3.53377
N 1.88227 2.96008 3.44907
C 0.67621 -0.46606 2.50938
C 0.41741 -1.23211 3.62960
C -0.31894 -2.41472 3.48795
C -0.89167 -2.70440 2.24843
C -0.60185 -1.88706 1.17042
N 0.28109 -0.89905 1.30721
C -1.29100 -1.78541 -0.12435
C -2.23500 -2.68118 -0.59167
N -2.92712 -2.46311 -1.70417
C -2.68233 -1.33027 -2.34375
C -1.73325 -0.41572 -1.89649
N -1.03166 -0.63996 -0.79616
C -0.56042 -3.28352 4.66125
C 0.41203 -3.42765 5.64388
C 0.15800 -4.25933 6.72422
N -0.97957 -4.92802 6.88196
C -1.90947 -4.78532 5.94266
C -1.74880 -3.98581 4.82104
H 1.90157 4.60185 2.19817
H 1.13847 3.30435 0.19115
H 1.74941 1.19502 4.49783
H 0.71842 -0.89765 4.61246
H -1.56223 -3.54467 2.13655
H -2.43190 -3.60477 -0.06136
H -3.24517 -1.12871 -3.24611
H -1.53963 0.49945 -2.43230
H 1.37434 -2.93812 5.56443
H 0.90698 -4.39465 7.49521
H -2.83245 -5.33240 6.09234
H -2.56417 -3.89861 4.11475
Cl 6.15987 -4.25947 0.22217
C 4.70056 -3.45669 -0.25509
C 3.76984 -4.11893 -1.00497
C 2.58812 -3.47892 -1.42425
I 1.20353 -4.47164 -2.60905
C 2.32395 -2.16567 -1.09143
O 1.29420 -1.48902 -1.54759
C 3.26889 -1.50837 -0.25153
N 2.95390 -0.22756 0.12308
C 3.83482 0.49183 0.78599
C 5.08127 -0.02241 1.16566
C 5.39054 -1.32346 0.86879
C 4.47858 -2.11393 0.13812
H 3.95188 -5.14515 -1.29314
H 3.55980 1.51036 1.02498
H 5.77426 0.61360 1.69699
H 6.33609 -1.75125 1.17243
C 4.50507 1.45490 -3.48370
S 3.73053 -0.16784 -3.26431
C 2.18843 0.13878 -4.04543
C 1.17419 0.88562 -3.56640
S 1.10711 1.64288 -1.98955
S -0.16178 1.14935 -4.66179
C 0.40375 0.14278 -5.96949
S -0.48271 -0.19003 -7.28856
S 1.97364 -0.52554 -5.64050
H 5.54475 1.33870 -3.18170
H 4.02081 2.20333 -2.86038
H 4.47139 1.75118 -4.52939
*
```

Values from the calculation:
Highest occupied orbital energy (alpha / beta) (hartree): -0.3693 / -0.3687
Kohn-Sham gap (alpha / beta) (eV): 5.8 / 5.3
Energy above the lowest of the compared OMol25 structures with the same formula, charge and spin (kcal per mole): 4.63

Results of the Mulliken charge analysis, in e, for atoms 1 through 2: atom 1 (Ru): -0.26, atom 2 (C): -0.49

=====

Entry 3:
C31H19F5GeMoO6S3 | ωB97M-V with the def2-TZVPD basis set

Geometry as ORCA input:
```
! RIJCOSX wB97M-V def2-TZVPD def2/J DEFGRID3
* xyz 0 1
Mo -1.23338 -0.92848 -0.07063
O -5.33842 -1.11965 0.03641
S -3.98867 -1.18375 0.47797
O -3.16228 0.00379 0.02291
O -3.17751 -2.35180 0.12375
C -4.02195 -1.22073 2.27154
C -5.28934 -1.20759 2.82707
C -5.47059 -1.39950 4.19226
C -4.38195 -1.62253 5.00853
C -3.10185 -1.62292 4.46841
C -2.91101 -1.42302 3.11160
S -1.20677 -1.23429 2.62891
O -0.40652 -1.30771 3.79564
O -0.84211 -2.22328 1.54498
O -1.19250 0.04113 1.85007
H -6.13653 -1.06367 2.17267
H -6.47105 -1.38199 4.60269
H -4.51232 -1.78444 6.06968
H -2.23694 -1.75847 5.10077
F 2.51426 -3.28519 -5.10896
C 1.51140 -2.68721 -4.47481
C 1.39237 -2.78138 -3.10437
F 2.29780 -3.49551 -2.44908
C 0.34876 -2.12483 -2.44867
F 1.06095 -2.68757 -0.32187
C -0.57147 -1.37212 -3.18761
S -1.80867 -0.51518 -2.30759
C -0.45225 -1.29559 -4.56025
F -1.29715 -0.56585 -5.28708
C 0.58710 -1.94583 -5.20040
F 0.72804 -1.84410 -6.51238
C 0.15660 -2.01448 -1.02436
Ge 0.85201 0.69071 -0.16428
C 0.19264 2.53074 -0.22931
C -1.15515 2.87105 -0.16616
C -1.55211 4.20104 -0.23873
C -0.60409 5.20356 -0.37395
C 0.74430 4.87726 -0.43773
C 1.13753 3.54924 -0.36884
C 2.03833 0.47098 -1.70236
C 1.63250 0.95942 -2.94553
C 2.41590 0.76636 -4.07514
C 3.62185 0.08396 -3.97598
C 4.04580 -0.39202 -2.74380
C 3.25884 -0.19758 -1.61493
C 1.82770 0.43885 1.51750
C 2.54345 -0.71874 1.82600
C 3.16953 -0.86152 3.05690
C 3.08640 0.14959 4.00132
C 2.37349 1.30355 3.71149
C 1.74649 1.44452 2.48190
H -1.91173 2.10387 -0.05347
H -2.60432 4.45107 -0.19038
H -0.91404 6.23914 -0.43159
H 1.48774 5.65693 -0.54489
H 2.19320 3.30329 -0.42743
H 0.69408 1.49752 -3.03126
H 2.08751 1.15148 -5.03299
H 4.23335 -0.06778 -4.85644
H 4.99048 -0.91417 -2.65952
H 3.60991 -0.56364 -0.65813
H 2.60731 -1.53256 1.11616
H 3.71513 -1.76983 3.27910
H 3.56948 0.03577 4.96320
H 2.29841 2.09497 4.44656
H 1.18206 2.34673 2.27493
*
```

Values from the calculation:
Highest occupied orbital energy (alpha / beta) (hartree): -0.3217 / -0.3170
Kohn-Sham gap (alpha / beta) (eV): 6.7 / 6.7
Energy above the lowest of the compared OMol25 structures with the same formula, charge and spin (kcal per mole): 0.00

Results of the Mulliken charge analysis, in e, for atoms 1 through 2: atom 1 (Mo): 0.37, atom 2 (O): -0.67